Density functional theory data (ωB97M-V with the def2-TZVPD basis set) for a cluster of 18 separate species, C54H142N2O50S16 in total in a non-equilibrium geometry.

Each line ends with the Löwdin charge.
Atoms and positions in Å:
C -12.42072 -29.04590 7.66475  0.00
C -11.75798 -29.89338 8.69290  -0.55
O -11.29177 -31.01017 8.36347  0.00
N -11.68558 -29.40377 9.91431  0.02
C -10.78902 -29.88147 10.95290  -0.04
H -13.46169 -28.82056 7.89651  0.06
H -12.38432 -29.35207 6.61927  0.07
H -11.95390 -28.06347 7.73550  0.07
H -12.23661 -28.56820 10.04953  0.15
H -11.21676 -29.58948 11.91200  0.09
H -9.76073 -29.53664 10.84424  0.07
H -10.88684 -30.96673 10.92561  0.09
C -10.77648 -28.64883 3.46123  0.04
C -9.35121 -29.04941 3.58962  -0.60
O -8.65654 -28.67352 4.55487  -0.01
N -8.90591 -29.95087 2.75871  0.04
C -7.52722 -30.48506 2.66897  0.00
H -10.80138 -27.57997 3.24904  0.08
H -11.16770 -28.84299 4.45990  0.09
H -11.18761 -29.25643 2.65508  0.08
H -9.54553 -30.26805 2.04428  0.08
H -6.84778 -29.83407 3.21912  0.07
H -7.16768 -30.67755 1.65814  0.09
H -7.71114 -31.40428 3.22511  0.07
O -7.14738 -23.38071 3.61181  -0.28
S -7.36827 -24.56254 4.39686  0.67
O -6.51704 -24.82327 5.56091  -0.30
O -8.96949 -24.83964 4.73467  -0.28
C -9.32330 -25.46885 5.96543  -0.26
C -10.72194 -24.99447 6.40402  -0.05
C -7.24966 -25.99169 3.29902  -0.10
H -8.66959 -25.09125 6.75168  0.11
H -9.28764 -26.55553 5.88836  0.10
H -11.47452 -25.47188 5.77647  0.06
H -10.86528 -23.91560 6.34410  0.08
H -10.88245 -25.24994 7.45143  0.08
H -6.43384 -25.71932 2.62942  0.06
H -8.17508 -25.96843 2.72358  0.06
H -7.15734 -26.85271 3.96100  0.04
O -1.60841 -33.57321 -2.46511  -0.29
S -1.97965 -32.97754 -1.16381  0.69
O -2.28947 -33.76518 0.00323  -0.31
O -0.87664 -31.81498 -0.73221  -0.27
C -0.83787 -31.26856 0.60495  -0.25
C -0.63181 -29.72160 0.63997  -0.05
C -3.45369 -31.87938 -1.31855  -0.10
H -0.15534 -31.80314 1.26563  0.12
H -1.80827 -31.37102 1.09068  0.07
H -1.44230 -29.38704 -0.00755  0.04
H 0.34388 -29.38257 0.29186  0.08
H -0.77499 -29.29248 1.63166  0.07
H -4.16255 -32.01268 -0.50134  0.03
H -3.91769 -32.14976 -2.26707  0.06
H -3.13981 -30.83651 -1.27360  0.06
O -3.89337 -29.85059 0.89448  -0.31
S -4.40407 -28.48538 0.87102  0.68
O -5.50581 -28.12681 -0.06029  -0.31
O -4.88650 -28.01391 2.34982  -0.27
C -4.08653 -28.42910 3.51214  -0.23
C -4.43114 -27.60384 4.73353  -0.06
C -3.03486 -27.26974 0.45659  -0.07
H -3.02626 -28.38412 3.26334  0.11
H -4.38223 -29.43388 3.81393  0.10
H -3.85368 -27.93936 5.59497  0.08
H -5.45828 -27.73151 5.07525  0.06
H -4.31507 -26.54950 4.48261  0.09
H -2.53549 -27.69327 -0.41481  0.06
H -2.38405 -27.18712 1.32706  0.06
H -3.49739 -26.35292 0.09109  0.06
O -12.40735 -31.83981 4.47240  -0.29
S -11.41926 -32.87719 4.70783  0.69
O -11.76523 -34.14720 5.35010  -0.29
O -10.67056 -33.30577 3.27221  -0.27
C -9.79839 -34.36325 3.29972  -0.34
C -9.02560 -34.34696 2.01771  -0.05
C -9.92720 -32.14769 5.51806  -0.07
H -10.39147 -35.27707 3.33568  0.13
H -9.06221 -34.41221 4.10206  0.09
H -8.36240 -35.20775 2.10323  0.08
H -8.43630 -33.45023 1.82612  0.08
H -9.61097 -34.52316 1.11527  0.08
H -8.96619 -32.45610 5.10643  0.06
H -10.03151 -32.38441 6.57692  0.05
H -10.10359 -31.08395 5.35847  0.05
O -3.91520 -34.48145 4.64898  -0.28
S -4.58003 -33.38657 4.01587  0.64
O -6.03305 -33.41514 3.93779  -0.30
O -4.12103 -32.01640 4.81948  -0.29
C -2.78652 -31.98086 5.37491  -0.25
C -2.87814 -31.01480 6.54540  -0.05
C -3.84420 -32.94337 2.41382  -0.11
H -2.15914 -31.60026 4.56891  0.11
H -2.43958 -32.97557 5.65470  0.11
H -1.88249 -30.80993 6.93884  0.08
H -3.44103 -31.30188 7.43356  0.08
H -3.21779 -30.04397 6.18450  0.05
H -4.07988 -33.77462 1.74930  0.04
H -2.77638 -32.92402 2.63173  0.06
H -4.23949 -32.02312 1.98371  0.06
O -15.51851 -30.37585 2.11107  -0.30
S -15.41167 -29.53533 0.93130  0.72
O -15.22847 -30.15028 -0.39658  -0.31
O -16.84836 -28.62215 0.87794  -0.26
C -17.24288 -28.00677 2.08052  -0.31
C -18.62470 -27.43375 1.77286  -0.06
C -14.20068 -28.12906 1.30210  -0.07
H -16.56734 -27.22980 2.43838  0.09
H -17.46649 -28.74944 2.84638  0.12
H -19.27313 -28.24176 1.43408  0.08
H -18.60532 -26.64981 1.01579  0.08
H -19.10728 -27.13469 2.70334  0.08
H -14.48573 -27.29519 0.66061  0.07
H -13.17287 -28.43530 1.10733  0.04
H -14.36263 -27.99839 2.37206  0.06
O -14.19477 -24.86556 2.36132  -0.31
S -13.24077 -24.09550 1.55241  0.69
O -13.71405 -23.25589 0.44684  -0.29
O -12.41271 -23.05016 2.54618  -0.28
C -11.42110 -22.15761 2.02634  -0.23
C -10.05185 -22.55325 2.70740  -0.07
C -11.84358 -25.09356 0.95391  -0.10
H -11.64687 -21.14717 2.36711  0.12
H -11.42395 -22.15303 0.93635  0.11
H -10.21773 -22.84961 3.74314  0.06
H -9.32013 -21.74652 2.75076  0.08
H -9.69708 -23.52254 2.35713  0.04
H -11.46789 -25.83472 1.65935  0.06
H -11.05885 -24.37900 0.70552  0.04
H -12.10127 -25.74029 0.11520  0.06
O -16.69266 -36.03212 4.52386  -0.31
S -15.76054 -36.55863 3.50644  0.68
O -16.03273 -37.82724 2.82458  -0.30
O -15.62985 -35.38964 2.34400  -0.25
C -15.27640 -34.07121 2.74622  -0.28
C -13.93819 -33.61703 2.23944  -0.08
C -14.11028 -36.54963 4.19829  -0.13
H -15.31105 -33.95279 3.82921  0.11
H -16.03401 -33.37752 2.38167  0.13
H -14.03928 -33.72991 1.16002  0.07
H -13.08638 -34.27392 2.41557  0.07
H -13.71746 -32.56174 2.39987  0.07
H -14.05423 -37.30673 4.98044  0.08
H -13.80567 -35.58365 4.60104  0.04
H -13.37741 -36.81649 3.43685  0.07
O -7.53224 -24.09318 -2.06851  -0.30
S -7.89405 -23.91819 -0.64665  0.72
O -8.76488 -22.83336 -0.16002  -0.29
O -8.52531 -25.35495 -0.06516  -0.27
C -8.24963 -26.53644 -0.72593  -0.30
C -8.87518 -27.71925 0.01954  -0.05
C -6.31537 -23.91773 0.27618  -0.09
H -7.18727 -26.78030 -0.71976  0.09
H -8.67683 -26.61519 -1.72563  0.13
H -8.49258 -27.77855 1.03845  0.06
H -8.72249 -28.64955 -0.52759  0.07
H -9.94774 -27.62011 0.18653  0.06
H -5.61344 -23.16509 -0.08288  0.08
H -5.84017 -24.88646 0.12179  0.05
H -6.55927 -23.67808 1.31115  0.04
O -10.48578 -31.23785 -2.01601  -0.30
S -11.11813 -31.08129 -0.69934  0.70
O -10.49696 -31.22993 0.58223  -0.28
O -11.94504 -29.61142 -0.68276  -0.29
C -12.61770 -29.17174 -1.79620  -0.34
C -11.80804 -28.12048 -2.51053  -0.05
C -12.60112 -32.25123 -0.67948  -0.07
H -13.58189 -28.71132 -1.58065  0.11
H -12.90017 -30.05312 -2.37195  0.12
H -11.53056 -27.34360 -1.79808  0.06
H -12.25945 -27.73179 -3.42334  0.09
H -10.86590 -28.48952 -2.91585  0.07
H -13.23580 -31.85170 0.11150  0.04
H -12.14055 -33.18304 -0.35128  0.06
H -13.06687 -32.35051 -1.65994  0.08
O -8.95136 -27.96313 8.19725  -0.29
S -7.70600 -28.04455 8.94140  0.68
O -7.47806 -27.33533 10.18147  -0.29
O -7.25272 -29.66443 9.20800  -0.26
C -7.62236 -30.59102 8.20379  -0.30
C -7.06191 -31.95596 8.55365  -0.05
C -6.29866 -27.62600 7.83716  -0.10
H -7.27892 -30.28135 7.21674  0.11
H -8.70128 -30.73736 8.15274  0.10
H -5.97302 -31.97170 8.60036  0.06
H -7.32669 -32.75522 7.86143  0.06
H -7.28907 -32.29406 9.56469  0.09
H -6.41969 -26.64993 7.36734  0.05
H -6.16771 -28.37301 7.05426  0.04
H -5.35799 -27.66445 8.38650  0.07
O -6.29549 -27.44630 -5.78642  -0.28
S -6.10197 -28.87391 -5.52572  0.67
O -4.81261 -29.49435 -5.73721  -0.31
O -6.66022 -29.25342 -3.97339  -0.29
C -6.68878 -30.64132 -3.45941  -0.23
C -6.77457 -30.67081 -1.92978  -0.06
C -7.39071 -29.86508 -6.37887  -0.11
H -5.79380 -31.19334 -3.74646  0.10
H -7.49708 -31.27356 -3.82687  0.11
H -5.94752 -30.21289 -1.38720  0.05
H -6.77894 -31.69589 -1.55925  0.07
H -7.60915 -30.10108 -1.52116  0.05
H -7.24971 -30.93201 -6.20599  0.06
H -7.44257 -29.61299 -7.43805  0.07
H -8.23846 -29.45289 -5.83157  0.06
O -7.50136 -35.24346 -0.90232  -0.28
S -6.11565 -35.04504 -0.61062  0.62
O -5.74466 -33.73490 -0.11041  -0.31
O -5.63460 -36.18969 0.44579  -0.25
C -5.95279 -37.55233 0.02075  -0.29
C -6.09419 -38.52853 1.13711  -0.06
C -5.06520 -35.38489 -2.11820  -0.07
H -5.04667 -37.81865 -0.52341  0.12
H -6.79247 -37.69267 -0.65995  0.12
H -6.22353 -39.53214 0.73197  0.09
H -6.94208 -38.26515 1.76940  0.08
H -5.13556 -38.42840 1.64613  0.09
H -5.47379 -36.24549 -2.64786  0.07
H -4.13386 -35.67269 -1.63047  0.06
H -5.00870 -34.50123 -2.75385  0.07
O -9.74057 -36.75281 6.15650  -0.29
S -8.62301 -36.02231 6.72584  0.69
O -8.78241 -34.62160 7.12255  -0.30
O -7.95127 -36.81255 8.06014  -0.27
C -8.01820 -38.24297 8.07339  -0.28
C -6.58016 -38.67427 7.89972  -0.08
C -7.15655 -36.13282 5.61650  -0.09
H -8.48698 -38.61269 7.16144  0.10
H -8.56714 -38.71812 8.88641  0.13
H -6.05080 -38.22755 8.74135  0.08
H -6.08139 -38.39179 6.97262  0.07
H -6.56697 -39.75734 8.02175  0.08
H -7.14242 -37.05895 5.04190  0.07
H -6.36261 -36.04132 6.35772  0.07
H -7.22856 -35.27157 4.95230  0.03
O -17.35405 -30.48752 7.41123  -0.29
S -15.90292 -30.74516 7.49007  0.71
O -15.13179 -30.19914 8.59898  -0.31
O -15.55270 -32.37563 7.40279  -0.26
C -14.23600 -32.81826 7.54472  -0.29
C -14.36970 -34.38117 7.75036  -0.03
C -15.16968 -30.31898 5.82983  -0.08
H -13.73250 -32.38822 8.41055  0.11
H -13.52243 -32.70467 6.72861  0.08
H -13.39833 -34.82697 7.96436  0.07
H -14.60990 -34.78949 6.76869  0.05
H -15.06319 -34.64408 8.54916  0.08
H -14.15831 -30.70933 5.71638  0.03
H -15.14363 -29.22931 5.82248  0.04
H -15.85356 -30.71377 5.07848  0.07
O -16.58972 -26.36640 7.13359  -0.28
S -15.96434 -25.87888 5.90845  0.68
O -15.76829 -26.76488 4.76952  -0.31
O -16.98135 -24.67634 5.38762  -0.24
C -16.98840 -24.35764 4.02467  -0.31
C -18.13103 -23.35867 3.74727  -0.06
C -14.37876 -24.95496 6.32776  -0.07
H -17.30796 -25.22977 3.45425  0.09
H -16.09767 -23.95271 3.54433  0.10
H -17.90025 -22.50878 4.38956  0.07
H -19.12837 -23.64894 4.07767  0.08
H -18.19933 -23.04637 2.70519  0.08
H -13.98982 -24.58968 5.37729  0.05
H -13.68918 -25.72573 6.67195  0.04
H -14.53214 -24.13765 7.03244  0.08

Properties
HOMO-LUMO gap (eV): 8.93
Total charge: 0